C6H10N2O2S2 | ωB97M-V/def2-TZVPD

Structure (XYZ):
```
22
Properties=species:S:1:pos:R:3:forces:R:3:lowdin_charge:R:1
C 2.56623 -0.65478 -0.20463 0.6 0.5 -1.3 -0.18
C 2.88784 0.88187 -0.32370 -3.7 0.5 -1.0 -0.15
C -2.29546 -1.29346 -1.19726 -1.0 -1.6 0.0 0.00
C 1.14764 -0.63674 0.25102 -0.4 1.1 3.2 -0.41
C 1.99451 1.48531 0.79464 2.0 1.8 0.3 -0.11
C 1.12263 0.59386 1.17225 0.3 0.4 -1.7 -0.71
N -2.19233 -0.64161 -0.12989 -0.5 -0.8 0.7 -0.29
N -2.50373 -0.98280 1.16322 -1.3 0.6 0.2 0.01
O -1.65604 1.76337 -1.58575 -0.2 -0.6 0.7 -0.44
O -3.57585 1.64495 -0.07765 0.1 -0.2 0.2 -0.45
S 0.62607 -0.67173 2.06572 -0.9 -2.1 0.7 0.94
S -2.14179 1.51282 -0.23752 0.3 1.7 -0.7 0.78
H 2.54347 -1.16197 -1.20135 0.8 0.2 0.9 0.12
H 3.30328 -1.02149 0.51982 -0.5 -0.7 -0.3 0.12
H 3.87532 1.21805 -0.17039 1.3 0.1 -0.3 0.08
H 2.39830 1.26045 -1.26478 1.2 -0.2 0.3 0.12
H -1.97488 -0.81305 -2.08906 0.3 0.6 -0.6 0.07
H -2.80377 -2.27803 -1.33490 0.6 0.6 0.6 0.10
H 0.28091 -0.64073 -0.38050 0.1 -0.4 -0.5 0.06
H 2.31986 2.44202 1.27771 -0.5 -1.1 -0.2 0.11
H -2.95867 -1.91693 1.42363 0.6 1.9 -1.1 0.14
H -2.96353 -0.08937 1.52935 0.6 -2.1 0.0 0.10
```
Positions in Å, forces in eV/Å.

Calculated values
Kohn-Sham gap ... 8.1 eV
Total charge ... 0
Relative energy (zero: lowest compared OMol25 entry of this formula, charge and spin) ... 109.5 kcal per mole
Energy ... -1290.79180 a.u.
Maximum force ... 3.84 eV/A
Spin multiplicity ... 1

C6H10N2O3 | ωB97M-V/def2-TZVPD

Structure (XYZ):
```
21
Properties=species:S:1:pos:R:3:forces:R:3:lowdin_charge:R:1
C 0.76855 0.50420 -1.68433 0.0 0.2 0.1 0.00
C -0.22305 1.31364 -1.30440 -0.1 -0.4 0.7 -0.22
C -2.45222 2.30328 -1.60288 0.3 0.3 -0.1 -0.31
C 1.22933 -1.79160 1.48585 0.2 -2.1 -1.4 -0.29
C 2.07335 -1.89182 2.68735 0.5 0.9 2.4 -0.22
C 0.04453 -0.89705 1.81113 -0.4 1.2 0.1 -0.17
H 1.56643 0.27802 -0.98282 -0.1 0.1 -0.2 0.03
H 0.83105 0.06614 -2.67900 -0.1 0.1 0.2 0.06
H -0.28180 1.70547 -0.28265 0.2 -0.2 -0.3 0.11
H -1.19688 1.59722 -3.07638 -0.1 0.0 -0.2 0.14
H -2.48804 2.27724 -0.51979 -0.1 0.0 0.2 0.11
H -3.21426 2.88258 -3.25664 0.0 0.0 0.3 0.04
H 1.31522 -3.65077 1.70559 -0.3 -0.6 -0.3 0.08
H 1.91881 -1.27141 0.79086 -0.6 -0.1 -0.2 0.16
H 2.34616 -0.86602 2.97216 0.5 0.1 0.4 0.14
H -0.92007 -1.44102 1.75297 0.1 0.2 0.1 0.15
N -1.31162 1.67546 -2.08012 -0.2 0.3 -0.5 0.00
N -3.37914 2.89427 -2.24183 0.4 -0.4 -0.2 0.07
O 0.87522 -3.12873 1.01231 0.4 2.0 0.9 -0.01
O 2.36321 -2.84217 3.38213 -0.5 0.3 -1.5 0.10
O 0.13521 0.28310 2.11051 0.0 -1.9 -0.5 0.06
```
Positions in Å, forces in eV/Å.

Calculated values
Kohn-Sham gap ... 8.6 eV
SMILES string ... [H]/N=C\NC=C.O=CC(O)C=O
Total charge ... 0
Relative energy (zero: lowest compared OMol25 entry of this formula, charge and spin) ... 81.7 kcal per mole
Energy ... -569.77851 a.u.
Maximum force ... 2.57 eV/A
Spin multiplicity ... 1

C6H10N2O3 | ωB97M-V/def2-TZVPD

Structure (XYZ):
```
21
Properties=species:S:1:pos:R:3:forces:R:3:lowdin_charge:R:1
C -1.25362 -2.41087 1.86449 0.3 -0.6 0.9 -0.08
C -1.00581 0.44287 -0.57641 1.6 0.2 1.5 -0.41
C 2.31660 2.49061 0.00775 -1.5 -1.1 0.8 -0.11
C 0.04063 1.56473 -0.35644 -0.1 -1.7 -1.1 -0.12
C 1.51755 1.15602 -0.26243 0.8 0.8 -1.4 -0.24
C -1.46159 -1.77080 0.47596 2.2 -1.5 -1.4 -0.63
N -1.00157 -3.07457 2.79326 -0.6 1.6 -2.0 0.16
N -0.70664 -2.62749 -0.51360 -3.9 -2.2 0.5 0.11
O -1.85844 0.46263 -1.39744 -0.8 -0.6 -0.5 0.15
O -2.76866 -1.76301 0.16491 -1.2 0.8 -1.6 0.06
O -0.80830 -0.53371 0.39975 0.2 1.1 0.5 0.04
H 1.77803 3.40219 -0.35824 0.8 -0.8 0.2 0.09
H 3.34582 2.37723 -0.25221 0.6 0.3 -0.7 0.06
H 2.33300 2.44881 1.07133 0.0 1.0 1.1 0.05
H -0.26637 2.10370 0.51878 -0.2 0.5 0.4 0.12
H 0.00282 2.15582 -1.26773 -0.5 0.4 0.2 0.12
H 1.88828 0.92360 -1.31747 -0.7 -0.9 1.5 0.12
H 1.72169 0.38426 0.54024 -0.1 0.8 -1.3 0.12
H -1.16525 -3.61722 -0.40451 1.2 2.3 -0.5 0.14
H 0.25823 -2.76857 -0.36518 1.3 0.3 0.7 0.06
H -2.90641 -1.34622 -0.76481 0.7 -0.9 2.1 0.17
```
Positions in Å, forces in eV/Å.

Calculated values
Kohn-Sham gap ... 11.4 eV
SMILES string ... CCCC(=O)O[C@](N)(O)C#N
Total charge ... 0
Relative energy (zero: lowest compared OMol25 entry of this formula, charge and spin) ... 56.3 kcal per mole
Energy ... -569.81908 a.u.
Maximum force ... 4.47 eV/A
Spin multiplicity ... 1

C6H10N2O5 | ωB97M-V/def2-TZVPD

Structure (XYZ):
```
23
Properties=species:S:1:pos:R:3:forces:R:3:lowdin_charge:R:1
N 3.84069 0.41499 0.16168 0.3 -0.1 0.0 0.16
C 2.52377 0.65850 0.43695 0.1 -0.1 -0.2 -0.61
O 2.16452 1.43935 1.28921 -0.1 0.3 0.4 0.06
N 1.64888 -0.05088 -0.35276 -0.2 -0.2 -0.1 0.10
H 1.99919 -0.86952 -0.83084 0.0 0.0 0.1 0.14
C 0.25616 -0.13643 0.02444 0.0 0.1 -0.1 -0.23
C -0.03837 -1.53558 0.54799 0.4 -0.1 -0.1 -0.49
O 0.51421 -2.52957 0.15524 0.0 -0.1 -0.1 0.12
O -0.97587 -1.53468 1.48855 -0.5 0.2 0.5 0.14
H -1.16858 -2.43217 1.80617 0.2 0.0 -0.3 0.15
H 0.08592 0.59299 0.82200 0.0 -0.2 -0.2 0.15
C -0.63281 0.18409 -1.19220 -0.1 -0.1 0.2 -0.12
H -0.29984 -0.43021 -2.03148 0.0 0.0 0.0 0.13
H -0.47404 1.23201 -1.44546 0.1 -0.1 0.0 0.13
C -2.11982 -0.07428 -0.95765 0.2 0.1 0.0 -0.09
H -2.32921 -1.13829 -0.84043 -0.1 0.1 0.0 0.13
H -2.67988 0.27439 -1.82984 0.0 0.0 0.0 0.13
C -2.69823 0.64210 0.24213 -0.5 -0.5 0.0 -0.55
O -3.60740 0.22637 0.90708 -0.1 0.0 0.1 0.11
O -2.11841 1.82311 0.46669 0.5 0.6 -0.1 0.12
H -2.51025 2.25472 1.24190 -0.1 -0.3 -0.1 0.14
H 4.11251 -0.05715 -0.68212 0.0 0.0 0.0 0.10
H 4.50686 1.04611 0.57274 -0.1 0.0 0.0 0.10
```
Positions in Å, forces in eV/Å.

Calculated values
Kohn-Sham gap ... 10.6 eV
SMILES string ... NC(=O)N[C@@H](CCC(=O)O)C(=O)O
Total charge ... 0
Relative energy (zero: lowest compared OMol25 entry of this formula, charge and spin) ... 0.6 kcal per mole
Energy ... -720.43380 a.u.
Maximum force ... 0.80 eV/A
Spin multiplicity ... 1

C6H10N2OP | ωB97M-V/def2-TZVPD

Structure (XYZ):
```
20
Properties=species:S:1:pos:R:3:forces:R:3:lowdin_charge:R:1
C -0.62417 1.76640 1.64389 -1.9 -1.0 -2.5 -0.10
C -1.75294 1.51383 0.86106 0.3 -0.1 1.6 0.01
C -0.30686 0.22186 -0.43135 3.7 1.4 1.5 0.08
C 1.78082 -1.50892 0.25985 -2.2 -1.3 0.1 -0.16
C -2.39105 0.30568 -1.24924 0.0 -0.1 0.0 0.07
C 2.45911 -0.22684 -0.22596 0.2 0.2 2.0 -0.27
N 0.49631 1.26827 1.24126 1.7 -2.1 -2.4 0.03
N -1.41596 0.73681 -0.21612 -3.6 0.3 1.0 -0.16
O 1.50494 2.39298 -0.95211 0.5 1.0 -0.8 -0.21
P 1.32477 1.18173 -0.21044 -0.7 -1.8 0.8 0.65
H -0.65660 2.27016 2.53494 -0.2 1.5 2.1 0.12
H -2.77888 1.65314 1.19532 0.2 0.2 -0.6 0.14
H 2.38821 -2.42426 0.40810 0.2 0.9 -0.3 0.10
H 1.12329 -1.42831 1.16816 1.3 0.5 -0.3 0.09
H 0.95170 -1.78874 -0.40970 0.6 -0.2 -0.5 0.05
H -1.81701 0.50719 -2.11027 -0.2 0.2 -1.7 0.10
H -2.57847 -0.74444 -1.19588 0.0 -0.7 0.3 0.11
H -3.32437 0.82206 -1.20760 -0.3 0.7 0.2 0.11
H 2.99483 -0.27335 -1.18749 -0.2 0.1 0.5 0.12
H 3.11617 0.02431 0.63478 0.4 0.2 -0.9 0.11
```
Positions in Å, forces in eV/Å.

Calculated values
Kohn-Sham gap ... 7.8 eV
Total charge ... +1
Relative energy (zero: lowest compared OMol25 entry of this formula, charge and spin) ... 55.3 kcal per mole
Energy ... -760.34171 a.u.
Maximum force ... 4.23 eV/A
Spin multiplicity ... 1

C6H10N3 | ωB97M-V/def2-TZVPD

Structure (XYZ):
```
19
Properties=species:S:1:pos:R:3:forces:R:3:lowdin_charge:R:1
C 0.47970 -1.36487 0.63886 -2.1 -2.5 0.6 -0.02
C -0.93469 -1.24165 0.59819 -0.6 0.2 -0.6 0.01
C -0.59986 0.94181 -0.18911 -1.3 1.4 -2.3 0.01
C 0.73073 0.82816 -0.39136 3.2 -3.0 2.0 -0.27
C 1.25190 -0.39553 0.16132 5.3 0.7 0.0 0.01
C -2.88549 0.17893 0.02565 -1.7 -0.4 -0.8 0.01
N -1.44348 -0.09404 0.13501 0.7 0.7 0.5 -0.10
N 1.61847 1.68924 -0.92058 -1.1 -1.2 0.3 0.18
N 3.12811 -0.55911 0.37767 -5.6 2.7 0.6 0.14
H 0.79726 -2.37085 0.96322 0.3 0.9 -0.1 0.14
H -1.67357 -2.05228 0.82446 1.0 0.9 -0.1 0.16
H -0.93888 1.84224 -0.72886 -1.2 -0.5 0.9 0.16
H -3.49504 -0.74009 0.22682 0.9 0.8 0.3 0.11
H -3.22314 1.02231 0.67982 0.6 -0.8 -0.5 0.12
H -3.16094 0.39037 -1.04391 0.6 0.2 1.0 0.12
H 1.20095 2.50470 -1.23424 0.0 2.1 -0.8 0.09
H 2.58757 1.60849 -0.68405 0.3 0.1 0.1 0.11
H 3.42515 -0.89713 -0.48072 0.6 -1.0 -2.2 0.01
H 3.13525 -1.29067 1.04183 0.1 -1.0 0.8 0.02
```
Positions in Å, forces in eV/Å.

Calculated values
Kohn-Sham gap ... 8.9 eV
Total charge ... +1
Relative energy (zero: lowest compared OMol25 entry of this formula, charge and spin) ... 53.0 kcal per mole
Energy ... -398.58184 a.u.
Maximum force ... 6.30 eV/A
Spin multiplicity ... 1